1.
Entry from the Open Molecules 2025 dataset: a gas-phase ion, C3H9N2S (charge +1) (ωB97M-V with the def2-TZVPD basis set).

Last column: Löwdin spin population.
CARTESIAN COORDINATES (ANGSTROEM)
C1 -0.516 0.309 0.634  0.23
C2 0.278 -0.511 -1.636  0.02
C3 0.484 0.439 -0.472  0.22
N1 -0.335 1.092 1.672  0.08
N2 -1.527 -0.508 0.578  0.11
S1 2.154 0.146 0.345  1.23
H1 0.267 -1.441 -1.152  0.00
H2 -0.499 -0.255 -2.286  0.00
H3 1.117 -0.566 -2.207  0.00
H4 0.436 1.472 -0.589  0.02
H5 0.321 1.815 1.623  0.01
H6 -0.856 0.966 2.456  0.01
H7 -1.737 -1.162 -0.105  0.00
H8 -1.930 -0.631 1.450  0.01
H9 2.343 -1.165 -0.311  0.07

Atoms 1-2, force components in eV/Å:
2.210 0.447 -3.681
-0.200 1.414 2.178

Values from the calculation:
⟨S²⟩   2.008
HOMO level (spin up / spin down)   -9.46 / -15.17 eV
Net charge   +1
Energy above the lowest of the compared OMol25 structures with the same formula, charge and spin   0.6426 eV
E_LUMO (spin up / spin down)   -0.135 / -0.276 Eh
2S+1   3
HOMO-LUMO gap (spin up / spin down)   5.78 / 7.66 eV



2.
Entry from the Open Molecules 2025 dataset: 2 unconnected molecules or ions with the total composition C3H9N3 (ωB97M-V with the def2-TZVPD basis set).

Last column: natural (NBO) charge in e.
CARTESIAN COORDINATES (ANGSTROEM)
C1 -0.894 -0.039 -1.732  -0.44
C2 1.693 0.464 0.287  -0.20
N1 1.011 0.100 1.300  -0.21
N2 1.110 -1.160 1.757  -0.63
C3 -1.645 0.881 0.259  -0.04
N3 -1.305 1.063 -0.937  -0.41
H1 1.539 -1.865 1.157  0.34
H2 0.298 -1.463 2.270  0.37
H3 -1.216 -1.016 -1.343  0.16
H4 -1.272 0.092 -2.746  0.21
H5 0.233 -0.034 -1.705  0.21
H6 1.682 1.511 0.044  0.20
H7 2.442 -0.173 -0.189  0.15
H8 -1.846 1.744 0.874  0.17
H9 -1.830 -0.106 0.705  0.13

Atoms 1-2, force components in eV/Å:
0.800 -0.596 -0.066
0.495 -0.106 0.982

Values from the calculation:
SMILES string   C=NC.C=NN
HOMO level   -9.08 eV
Energy above the lowest of the compared OMol25 structures with the same formula, charge and spin   2.8351 eV
E_LUMO   0.037 Eh
HOMO-LUMO gap   10.09 eV